Record 1
Computed, not measured: C28H38FeN2OP as an isolated structure at a distorted geometry, with ωB97M-V with the def2-TZVPD basis set.

Summary:
Orbital gap (alpha / beta): 3.4 / 5.4 eV
ΔE to the lowest compared entry with this formula, charge and spin: 0.000 eV

Structure (ORCA input):
```
! wB97M-V def2-TZVPD RIJCOSX def2/J DEFGRID3
* xyz -1 5
C 5.214 1.312 -5.419
O 4.961 1.878 -4.112
C 4.253 1.170 -3.195
C 3.983 1.828 -1.969
C 3.312 1.188 -0.958
C 2.908 -0.182 -1.101
C 2.291 -0.861 -0.038
C 2.371 -2.309 0.064
C 3.170 -3.178 0.966
C 2.868 -4.562 0.654
C 1.897 -4.583 -0.432
C 1.624 -3.220 -0.819
Fe 1.251 -3.528 1.110
C -0.152 -2.262 1.704
C 0.806 -2.516 2.758
C 0.836 -3.945 2.998
C -0.094 -4.580 2.085
C -0.713 -3.539 1.281
C 3.242 -0.839 -2.337
C 3.917 -0.191 -3.350
H 5.608 2.150 -5.995
H 5.973 0.523 -5.371
H 4.291 0.946 -5.885
H 4.335 2.847 -1.883
H 3.097 1.715 -0.027
H 1.985 -0.317 0.847
H 3.915 -2.811 1.670
H 3.304 -5.435 1.119
H 1.528 -5.461 -0.937
H 1.031 -2.856 -1.655
H -0.457 -1.279 1.356
H 1.324 -1.745 3.320
H 1.401 -4.434 3.784
H -0.361 -5.628 2.067
H -1.508 -3.661 0.550
H 2.958 -1.878 -2.478
H 4.182 -0.731 -4.260
C -0.937 4.781 -0.688
C -1.903 3.616 -0.907
C -3.314 4.221 -0.994
C -1.618 2.818 -2.176
N -1.761 2.680 0.227
P -1.848 0.969 0.061
H -0.366 0.547 0.201
N -2.510 0.882 1.651
C -3.443 -0.172 2.124
C -2.980 -0.611 3.516
C -3.448 -1.281 1.076
C -4.885 0.335 2.283
C -2.372 2.071 2.336
C -1.968 3.097 1.525
H 0.093 4.418 -0.569
H -0.980 5.462 -1.553
H -1.226 5.356 0.205
H -4.096 3.450 -1.055
H -3.529 4.881 -0.140
H -3.352 4.828 -1.915
H -2.354 2.006 -2.298
H -1.699 3.481 -3.046
H -0.611 2.381 -2.159
H -3.071 0.228 4.224
H -3.622 -1.426 3.883
H -1.937 -0.956 3.502
H -3.846 -0.900 0.122
H -2.449 -1.699 0.899
H -4.101 -2.094 1.419
H -5.289 0.735 1.343
H -5.499 -0.534 2.576
H -4.977 1.095 3.071
H -2.709 2.162 3.359
H -1.940 4.147 1.785
*
```

=====

Record 2
Computed, not measured: a 2-piece molecular cluster, CH2N2O3S overall at a distorted geometry, with ωB97M-V with the def2-TZVPD basis set.

Summary:
Orbital gap: 9.7 eV
ΔE to the lowest compared entry with this formula, charge and spin: 1.953 eV

Structure (ORCA input):
```
! wB97M-V def2-TZVPD RIJCOSX def2/J DEFGRID3
* xyz 0 1
C 2.283 -0.608 -0.178
N 2.166 0.124 0.763
N -1.292 -1.353 0.696
O 2.254 -1.419 -1.013
O -0.488 -1.431 -0.358
O -2.789 -0.157 -0.853
S -2.673 -0.645 0.491
H -0.859 -0.760 -1.108
H 2.630 0.220 1.666
*
```

=====

Record 3
Computed, not measured: a 2-piece molecular cluster, C5H9N3 overall at a distorted geometry, with ωB97M-V with the def2-TZVPD basis set.

Summary:
Orbital gap: 9.5 eV
ΔE to the lowest compared entry with this formula, charge and spin: 3.035 eV

Structure (ORCA input):
```
! wB97M-V def2-TZVPD RIJCOSX def2/J DEFGRID3
* xyz 0 1
C 0.192 -1.187 1.667
C -0.735 1.688 -1.956
C -0.413 -0.952 3.054
N -0.027 0.430 -1.846
C 0.826 -0.122 -2.552
N 1.311 -0.278 -3.657
C 0.123 0.143 0.847
N 0.183 1.300 0.949
H 2.045 -0.899 -3.943
H -0.323 -2.024 1.187
H 1.250 -1.436 1.784
H -1.637 1.532 -2.547
H -0.988 1.951 -0.929
H -0.117 2.502 -2.340
H -0.267 -1.797 3.725
H -1.482 -0.748 3.013
H 0.059 -0.102 3.545
*
```

=====

Record 4
Computed, not measured: a 2-piece molecular cluster, C4H9N3 overall at a distorted geometry, with ωB97M-V with the def2-TZVPD basis set.

Summary:
Orbital gap: 8.4 eV
ΔE to the lowest compared entry with this formula, charge and spin: 5.219 eV

Structure (ORCA input):
```
! wB97M-V def2-TZVPD RIJCOSX def2/J DEFGRID3
* xyz 0 1
C 1.688 -0.294 1.395
C 1.076 0.653 0.440
C 1.365 1.212 -0.687
H -0.238 0.611 0.485
H 1.724 0.144 2.393
H 1.084 -1.202 1.456
H 2.701 -0.562 1.087
H 2.305 1.242 -1.216
H 0.423 1.549 -1.279
C -1.946 -0.751 -0.254
N -1.499 0.559 -0.278
N -1.319 1.257 -1.338
N -1.386 -1.667 0.411
H -1.210 0.660 -2.177
H -1.918 -2.536 0.428
H -2.853 -0.875 -0.866
*
```

=====

Record 5
Computed, not measured: C7H8Cl2O2S as an isolated structure at a distorted geometry, with ωB97M-V with the def2-TZVPD basis set.

Summary:
Orbital gap: 8.6 eV
ΔE to the lowest compared entry with this formula, charge and spin: 0.908 eV

Structure (ORCA input):
```
! wB97M-V def2-TZVPD RIJCOSX def2/J DEFGRID3
* xyz 0 1
C -0.398 1.660 -1.195
C -1.583 0.893 -1.485
C 0.395 1.444 -0.139
C -2.163 0.074 -0.602
C 0.186 0.344 0.790
C -1.698 -0.133 0.780
C 2.680 -1.107 0.450
O 0.580 -1.474 -1.127
O 0.413 -2.239 1.208
S 0.874 -1.259 0.261
Cl -3.631 -0.741 -0.987
Cl -2.522 0.901 1.924
H -0.168 2.457 -1.886
H -2.027 1.024 -2.460
H 1.260 2.073 0.029
H 0.430 0.497 1.832
H -1.677 -1.157 1.138
H 3.114 -0.919 -0.524
H 2.889 -0.296 1.135
H 3.044 -2.042 0.857
*
```

=====

| no. | DFT total energy (eV) |
| --- | --- |
| 1 | -78350.2156 |
| 2 | -21024.4711 |
| 3 | -9798.4318 |
| 4 | -8759.3055 |
| 5 | -47361.5845 |